{
  "formula": "C20H17ClN2O2",
  "method": "ωB97M-V with the def2-TZVPD basis set",
  "species": ["C", "O", "H", "C", "C", "H", "H", "C", "C", "H", "O", "H", "C", "C", "Cl", "H", "C", "C", "C", "C", "H", "C", "C", "C", "C", "C", "N", "H", "N", "H", "H", "C", "C", "H", "H", "C", "C", "H", "H", "H", "H", "H"],
  "coordinates": [[-4.21, -0.98, -1.15], [4.05, 0.99, 1.03], [-3.86, -1.91, -1.56], [3.07, 1.70, 0.30], [2.69, 0.71, 3.02], [4.86, 0.80, 2.86], [3.66, -2.31, -2.13], [2.16, -1.55, -0.83], [0.25, -0.69, 0.52], [2.14, -2.54, -4.05], [1.21, -1.55, 2.52], [-7.04, 0.80, -0.63], [-5.99, 0.55, -0.64], [-1.85, -0.48, -0.62], [-2.60, 2.31, 0.46], [3.01, 1.19, -0.66], [-5.07, 1.45, -0.13], [-5.56, -0.66, -1.16], [-1.08, -0.36, 0.56], [2.62, -2.03, -2.02], [2.84, -0.29, 3.44], [1.75, -2.16, -3.12], [1.71, 1.68, 1.03], [0.44, -1.81, -3.02], [0.81, -1.18, -0.69], [-3.27, -0.10, -0.62], [1.70, 0.59, 1.97], [-5.39, 2.40, 0.26], [-1.37, -0.96, -1.74], [3.40, 2.73, 0.14], [2.31, 1.37, 3.81], [-0.07, -1.31, -1.80], [-3.72, 1.12, -0.12], [4.05, 2.36, 2.57], [2.82, -1.45, 0.02], [1.10, -0.61, 1.76], [3.99, 1.28, 2.41], [0.89, 1.59, 0.32], [1.58, 2.61, 1.60], [-6.27, -1.36, -1.57], [-0.25, -1.90, -3.85], [-1.53, -0.02, 1.48]],
  "orbital_gap_ev": 8.77,
  "e_above_lowest_kj_mol": 0.0,
  "smiles": "O=C(c1cc(-c2ccccc2Cl)nc2ccccc12)N1CCOCC1"
}

{
  "formula": "C20H17N3O5S",
  "method": "ωB97M-V with the def2-TZVPD basis set",
  "species": ["H", "O", "C", "C", "H", "H", "N", "O", "O", "C", "H", "H", "N", "H", "C", "H", "H", "C", "O", "C", "H", "H", "N", "C", "C", "H", "O", "C", "C", "C", "C", "H", "C", "H", "C", "C", "C", "C", "H", "H", "C", "C", "S", "H", "C", "H"],
  "coordinates": [[-2.63, 4.14, 1.91], [5.73, 0.08, 1.04], [5.21, 0.43, 0.01], [3.00, -0.59, 0.45], [-4.26, 3.27, 0.42], [6.72, 0.67, -1.47], [-0.89, -2.93, -0.24], [0.81, -4.39, -0.28], [-1.62, 2.65, 0.87], [1.23, -2.03, 2.01], [-0.94, 4.45, 1.42], [3.58, 0.38, 2.27], [-2.81, -1.68, -0.37], [-5.94, 1.67, -0.32], [0.42, -3.28, 0.00], [6.22, 2.17, -0.70], [-2.24, 4.51, 0.20], [-3.31, -0.42, -0.21], [2.48, 0.58, -2.11], [-2.65, 1.86, 0.46], [2.24, -1.72, -1.21], [2.02, -0.93, 3.66], [3.90, 0.16, -0.36], [-4.92, 1.34, -0.17], [4.77, 1.40, -2.15], [-6.42, -2.53, -1.38], [-5.68, -0.77, -0.81], [2.19, -1.54, -0.15], [-4.64, 0.00, -0.41], [5.85, 1.22, -1.10], [2.06, -1.09, 2.59], [-5.10, -2.66, -0.19], [-2.35, 0.52, 0.22], [4.50, 2.44, -2.33], [-1.89, 4.01, 1.11], [2.94, -0.36, 1.81], [1.28, -2.24, 0.64], [-1.56, -1.75, -0.10], [5.03, 0.96, -3.12], [-4.73, -2.27, -1.88], [3.56, 0.68, -1.60], [-3.96, 2.25, 0.25], [-0.80, -0.24, 0.40], [0.54, -2.60, 2.61], [-5.46, -2.13, -1.08], [-1.46, -3.68, -0.63]],
  "orbital_gap_ev": 8.13,
  "e_above_lowest_kj_mol": 0.0,
  "smiles": "COc1ccc(OC)c2sc(NC(=O)c3cccc(N4C(=O)CCC4=O)c3)nc12"
}

{
  "formula": "C20H17N4O5Zn",
  "method": "ωB97M-V with the def2-TZVPD basis set",
  "species": ["C", "O", "H", "C", "C", "H", "C", "C", "C", "C", "H", "N", "H", "C", "C", "H", "H", "H", "C", "O", "H", "O", "C", "H", "C", "H", "O", "H", "H", "H", "C", "C", "C", "C", "H", "O", "C", "N", "H", "C", "N", "C", "N", "C", "H", "Zn", "H"],
  "coordinates": [[2.22, 1.62, 0.72], [-1.52, -2.20, 1.51], [3.29, 2.15, 2.56], [-1.01, -5.93, 4.48], [0.25, -2.65, 5.95], [-2.10, -6.09, 2.61], [-1.33, 2.45, -4.52], [-0.05, 0.27, -1.87], [1.83, 0.68, 2.92], [0.59, -0.08, 1.03], [-2.77, -3.63, 0.11], [0.69, 1.15, -1.11], [-2.20, 1.80, -4.71], [-1.32, -4.08, 2.97], [-1.22, 3.65, -5.18], [1.74, 2.22, -3.21], [-0.18, -5.37, 6.40], [2.06, 0.60, 4.03], [-0.50, -5.02, 5.37], [-2.44, -4.17, 0.83], [-0.16, -0.78, 0.63], [-0.37, -0.83, -1.42], [0.96, 2.65, -3.78], [0.70, 2.17, -1.29], [-0.26, 1.93, -3.76], [-2.10, 4.13, -5.68], [0.56, -2.91, 7.12], [-0.78, 5.94, -6.47], [2.04, 4.32, -4.64], [-1.03, -6.98, 4.76], [1.08, 3.80, -4.49], [1.18, 0.88, 0.19], [-0.42, -3.64, 5.04], [-1.76, -3.37, 1.73], [2.82, 2.29, 0.13], [0.32, -1.38, 5.45], [2.49, 1.59, 2.11], [0.82, -0.07, 2.37], [-0.93, -0.06, -3.64], [0.14, 5.70, -5.88], [-0.74, -3.24, 3.86], [-1.51, -5.43, 3.27], [-0.32, 0.66, -3.18], [-0.02, 4.35, -5.16], [1.02, 5.79, -6.58], [-0.09, -1.31, 3.53], [0.30, 6.46, -5.12]],
  "orbital_gap_ev": 7.00,
  "total_charge": 1
}

{
  "formula": "C20H17NNiOSTe",
  "method": "ωB97M-V with the def2-TZVPD basis set",
  "species": ["H", "C", "H", "C", "C", "H", "H", "Te", "C", "C", "N", "C", "C", "H", "H", "C", "C", "H", "H", "C", "C", "C", "S", "H", "H", "C", "H", "C", "H", "H", "H", "H", "C", "Ni", "H", "C", "H", "O", "C", "C", "C", "C"],
  "coordinates": [[-0.61, 2.28, -5.05], [-0.48, -4.29, -1.18], [-0.90, -3.29, -1.18], [0.05, -4.98, 2.43], [-0.13, -4.27, 1.26], [-0.96, 4.18, -0.51], [0.11, -2.41, 2.28], [1.63, -2.00, 0.07], [1.00, 2.18, -0.73], [0.08, 2.77, -1.76], [0.91, 2.97, 0.56], [0.05, 2.47, 1.49], [0.16, 2.24, -3.05], [-2.27, 4.07, -4.58], [-0.94, -2.32, 0.85], [0.41, 4.52, 2.74], [1.34, 4.96, 1.77], [0.28, -6.90, 3.42], [2.22, 4.39, -0.12], [-1.61, 3.71, -3.79], [-0.22, 3.32, 2.61], [-1.70, 4.23, -2.51], [-0.57, 0.92, 1.28], [-2.42, 5.01, -2.29], [-0.91, 2.95, 3.35], [-0.68, 2.71, -4.05], [1.87, 5.90, 1.87], [-0.29, -4.98, -0.01], [-0.22, -6.98, -0.85], [0.18, -4.42, 3.35], [0.89, 1.47, -3.24], [0.21, 5.14, 3.60], [-0.86, 3.76, -1.50], [0.92, 0.41, -0.29], [0.13, -8.16, 1.26], [0.05, -7.07, 1.26], [-0.41, -4.79, -2.14], [2.16, 1.73, -1.10], [0.13, -6.38, 2.48], [-0.05, -2.79, 1.27], [-0.14, -6.41, 0.07], [1.55, 4.16, 0.69]],
  "orbital_gap_ev": 2.92,
  "total_charge": -2
}

{
  "formula": "C20H17NO3S",
  "method": "ωB97M-V with the def2-TZVPD basis set",
  "species": ["C", "H", "H", "O", "C", "H", "H", "C", "H", "C", "H", "C", "O", "H", "H", "O", "H", "H", "C", "C", "C", "H", "C", "H", "C", "H", "C", "N", "C", "C", "H", "H", "C", "H", "H", "S", "C", "C", "C", "C", "C", "C"],
  "coordinates": [[2.11, -2.69, 0.01], [2.58, 3.24, 1.00], [3.39, -4.36, -0.31], [-1.09, -1.29, 1.65], [0.79, -0.59, 0.32], [-1.11, 1.54, -0.21], [5.18, -0.51, -0.89], [3.12, -0.50, -0.31], [-4.87, -0.15, 1.18], [-4.30, 0.02, 0.29], [-1.70, -3.77, 0.54], [-3.54, 1.13, -1.57], [-3.88, -2.72, 1.20], [-3.39, 1.87, -2.34], [-1.14, 3.55, 1.12], [-0.80, -2.15, -0.40], [2.73, 3.29, -0.75], [-4.99, 2.03, -0.27], [-3.15, -2.22, 0.38], [4.34, -1.14, -0.65], [-0.47, 1.56, 0.68], [-2.19, -3.41, -1.14], [3.30, -3.28, -0.31], [0.28, 3.51, -0.98], [1.98, -1.29, 0.00], [5.35, -2.99, -0.90], [4.42, -2.50, -0.65], [3.09, 0.84, -0.30], [0.78, 0.79, 0.36], [1.99, 1.46, 0.03], [0.83, 4.71, 0.19], [1.26, -3.31, 0.27], [-4.36, 1.19, -0.49], [0.29, 3.05, 2.03], [-1.01, 1.06, 1.48], [-2.65, -0.33, -1.65], [-0.19, 3.01, 1.05], [-3.42, -0.91, -0.20], [0.72, 3.64, 0.01], [-1.94, -2.97, -0.17], [2.08, 2.96, 0.07], [-0.45, -1.36, 0.63]],
  "orbital_gap_ev": 8.67,
  "e_above_lowest_kj_mol": 0.0,
  "smiles": "O=C(COC(=O)c1c2c(nc3ccccc13)CCCC2)c1cccs1"
}

{
  "formula": "C20H17O3PSe3TeW",
  "method": "ωB97M-V with the def2-TZVPD basis set",
  "species": ["C", "H", "C", "C", "Se", "C", "C", "C", "C", "C", "C", "H", "H", "H", "Te", "C", "C", "H", "H", "W", "H", "H", "C", "O", "P", "C", "H", "H", "Se", "H", "C", "C", "H", "H", "O", "H", "H", "Se", "C", "O", "C", "H", "C", "C", "C", "H"],
  "coordinates": [[-1.17, -0.13, -3.98], [-2.24, -3.71, 2.38], [2.26, 1.45, -0.24], [1.25, 3.76, 0.15], [1.63, -2.45, -1.76], [-2.33, -0.94, -1.60], [-0.50, 0.07, -2.79], [5.43, -0.56, 0.50], [-1.08, -0.34, -1.59], [-1.14, 3.91, 0.34], [-0.11, 1.75, 0.06], [-2.04, 4.51, 0.46], [-3.13, -2.30, 4.21], [-2.80, -1.26, -0.68], [2.80, -3.96, -0.13], [-2.10, -2.64, 2.36], [-1.40, -2.07, 1.32], [2.23, 4.23, 0.12], [-2.23, 2.06, 0.25], [2.46, -1.01, 0.08], [-0.72, 0.19, -4.91], [6.34, -0.86, -0.03], [-2.42, -0.73, -3.99], [4.33, -1.11, -0.19], [-0.14, -0.08, -0.05], [-2.59, -1.85, 3.39], [0.18, 5.60, 0.43], [-1.48, 1.17, 2.35], [1.12, -5.22, 1.01], [-2.94, -0.89, -4.93], [-1.20, -0.69, 1.29], [0.10, 4.52, 0.32], [-3.97, -1.61, -2.80], [5.37, 0.53, 0.54], [2.21, 0.72, -1.29], [5.47, -0.95, 1.52], [0.47, 0.54, -2.79], [1.87, -1.64, 2.14], [1.13, 2.39, -0.01], [3.08, 1.15, 0.67], [-1.67, 0.10, 2.33], [-2.73, 0.14, 4.19], [-3.00, -1.14, -2.80], [-2.37, -0.48, 3.38], [-1.25, 2.53, 0.22], [-0.98, -2.70, 0.55]],
  "orbital_gap_ev": [6.18, 6.18]
}

{
  "formula": "C20H17O7ReSe",
  "method": "ωB97M-V with the def2-TZVPD basis set",
  "species": ["O", "C", "C", "H", "C", "H", "H", "H", "C", "O", "C", "C", "Se", "C", "C", "H", "C", "H", "C", "H", "O", "C", "H", "O", "C", "Re", "O", "C", "C", "H", "H", "H", "C", "C", "H", "H", "O", "C", "H", "H", "H", "C", "O", "C", "H", "C"],
  "coordinates": [[-2.66, -2.27, -0.17], [-2.89, 1.12, 1.84], [2.01, -1.86, -0.48], [-0.46, -0.39, 3.63], [-0.18, 0.66, -2.27], [-3.18, 2.09, 1.46], [3.28, -3.51, -0.05], [2.91, 4.76, 0.98], [1.92, 2.92, 1.42], [-1.43, 0.46, -2.06], [-3.80, 0.04, 1.75], [1.94, 2.47, -1.31], [-4.29, -2.39, -0.87], [2.54, -0.63, -2.47], [3.88, -2.51, -1.84], [1.95, 2.33, -2.38], [-2.27, -1.34, 2.99], [1.45, -2.03, 0.43], [2.51, 3.62, -0.79], [2.97, 4.34, -1.46], [-4.26, -0.70, -1.07], [3.61, -1.47, -2.72], [0.10, -1.11, 0.30], [-5.30, -2.84, 0.21], [1.34, 1.54, -0.47], [-2.39, -0.42, -0.63], [-4.24, -3.16, -2.20], [3.08, -2.70, -0.73], [1.75, -0.78, -1.34], [-1.04, 1.81, 2.68], [4.71, -3.17, -2.03], [-4.77, 0.20, 1.32], [-1.38, -0.27, 3.09], [-1.70, 0.96, 2.54], [1.93, 3.07, 2.49], [2.30, 0.15, -3.18], [-0.24, -0.24, 0.00], [2.49, 3.86, 0.58], [0.91, 1.04, 1.57], [-4.20, -1.99, 2.33], [4.21, -1.32, -3.60], [1.34, 1.77, 0.91], [0.35, 1.10, -3.24], [0.70, 0.26, -0.98], [-2.01, -2.28, 3.45], [-3.48, -1.18, 2.35]],
  "multiplicity": 2,
  "orbital_gap_ev": [5.30, 5.75],
  "e_above_lowest_kj_mol": 226.8,
  "total_charge": 1
}

{
  "formula": "C20H18AuCl2N3O4",
  "method": "ωB97M-V with the def2-TZVPD basis set",
  "species": ["C", "C", "H", "Cl", "C", "C", "N", "C", "C", "H", "H", "H", "Au", "O", "C", "H", "C", "C", "H", "C", "C", "H", "C", "H", "O", "C", "H", "O", "C", "H", "N", "C", "H", "H", "C", "H", "Cl", "N", "H", "O", "H", "C", "C", "H", "H", "H", "C", "C"],
  "coordinates": [[-2.39, -4.36, 2.53], [-0.62, -2.57, 2.73], [1.58, 5.22, -2.09], [-0.30, 4.39, -0.95], [4.74, 2.07, 3.30], [-1.68, -0.76, -0.94], [1.46, 1.86, 1.76], [0.01, -1.46, 2.20], [3.66, 1.49, 0.79], [5.17, 2.30, 4.26], [-1.79, -5.24, 2.29], [6.65, 1.75, 2.36], [0.43, 1.27, 0.20], [2.70, 3.27, -3.00], [1.43, 4.40, -1.40], [-0.83, 1.99, -2.47], [-2.04, -2.56, 0.80], [-1.34, -1.44, 0.35], [2.71, 2.35, 3.95], [-3.78, -1.25, -4.06], [1.90, 3.09, -2.10], [-3.21, -1.44, -4.97], [-1.67, -3.14, 2.01], [-2.45, -4.31, 3.62], [-4.36, -2.43, -3.55], [5.58, 1.76, 2.22], [-4.28, -3.94, 2.30], [1.42, 1.98, -1.70], [5.03, 1.47, 0.97], [3.23, 1.29, -0.19], [-0.34, -0.92, 1.05], [2.79, 1.81, 1.87], [-4.54, -0.50, -4.29], [-2.41, 1.12, -4.17], [-1.35, 1.06, -2.32], [-3.01, -2.29, -1.66], [2.44, 4.73, 0.02], [-1.09, 0.42, -1.18], [0.83, -0.98, 2.73], [-3.65, -4.58, 1.94], [-0.31, -2.99, 3.68], [-2.84, -0.66, -3.03], [-2.56, -1.33, -1.85], [-2.86, -2.98, 0.25], [-4.88, -2.85, -4.24], [5.67, 1.24, 0.14], [-2.23, 0.56, -3.27], [3.38, 2.10, 3.13]],
  "multiplicity": 3,
  "orbital_gap_ev": [7.04, 7.61],
  "e_above_lowest_kj_mol": 2.0
}

{
  "formula": "C20H18BClF4MnN2O5S",
  "method": "ωB97M-V with the def2-TZVPD basis set",
  "species": ["C", "H", "B", "F", "C", "H", "C", "C", "H", "F", "C", "C", "H", "C", "O", "C", "O", "H", "H", "O", "O", "H", "C", "C", "N", "H", "C", "N", "H", "C", "C", "C", "C", "F", "Cl", "H", "H", "H", "C", "C", "F", "H", "O", "H", "H", "S", "H", "C", "C", "H", "Mn", "C", "H"],
  "coordinates": [[2.63, 0.11, -4.87], [-1.98, 2.74, 2.48], [-2.00, -2.01, -2.19], [-2.89, -2.74, -1.45], [-2.42, 1.78, 2.25], [-3.56, 1.56, -1.75], [1.68, 0.16, -5.87], [-3.43, -0.29, 2.98], [2.62, -0.55, 3.98], [-1.53, -2.64, -3.32], [0.01, 0.15, -4.16], [4.40, -0.17, 0.56], [-4.13, 2.99, -0.81], [-3.91, -1.20, 4.07], [0.06, -0.24, 1.11], [3.10, -0.44, 3.01], [2.33, -0.03, -0.53], [-3.92, -1.68, 1.40], [-3.40, -2.16, 4.02], [4.65, -0.66, 5.22], [6.46, -0.54, 4.07], [-3.12, -0.23, -0.40], [0.91, -0.35, 2.00], [2.23, 0.08, -3.54], [0.94, 0.10, -3.20], [4.89, -0.07, -0.40], [-2.53, 1.36, 0.93], [5.25, -0.55, 4.17], [-3.03, 3.21, -2.20], [4.47, -0.43, 2.95], [2.97, -0.17, 0.57], [2.34, -0.31, 1.85], [0.35, 0.17, -5.50], [-2.53, -0.74, -2.52], [4.32, 0.09, -5.25], [-2.80, 1.28, 4.30], [-4.98, -1.40, 3.97], [1.98, 0.17, -6.91], [-3.31, 2.56, -1.38], [-2.88, 0.95, 3.27], [-0.83, -1.73, -1.31], [6.21, -0.29, 1.70], [-0.94, 1.60, -1.18], [-1.02, 0.14, -3.83], [0.55, -0.48, 3.04], [-1.88, 2.42, -0.32], [2.95, 0.03, -2.74], [-3.07, 0.11, 0.62], [5.13, -0.30, 1.71], [-3.74, -0.77, 5.06], [0.36, -0.03, -1.04], [-3.51, -0.70, 1.64], [-0.44, 0.19, -6.25]],
  "multiplicity": 6,
  "orbital_gap_ev": [8.41, 8.47],
  "e_above_lowest_kj_mol": 5.6
}

{
  "formula": "C20H18Cl4N2O2PtS2Se",
  "method": "ωB97M-V with the def2-TZVPD basis set",
  "species": ["Cl", "O", "C", "H", "C", "H", "N", "C", "N", "C", "H", "H", "C", "C", "C", "C", "H", "C", "H", "H", "S", "C", "H", "H", "C", "Cl", "C", "H", "Pt", "H", "S", "Cl", "C", "H", "C", "C", "Cl", "C", "Se", "C", "C", "H", "O", "H", "H", "H", "C", "H", "H", "C"],
  "coordinates": [[0.39, 0.25, -6.12], [0.06, -0.37, -2.30], [-1.01, -1.59, 2.61], [-3.43, 2.37, 2.68], [2.71, 1.83, -1.95], [-5.29, -0.64, 1.96], [-3.88, 0.46, -0.76], [-0.03, -0.65, -4.64], [-3.79, 0.79, 1.37], [1.97, 2.64, 0.14], [-5.41, -1.06, -0.75], [-2.30, 1.02, 2.82], [-3.35, 1.28, 2.66], [-3.22, 1.16, 0.19], [2.75, 3.13, -2.45], [-2.62, -3.32, 2.17], [-2.49, -0.03, -2.21], [-1.77, -2.31, 1.68], [2.41, 0.11, 0.91], [2.55, -0.63, -0.74], [-1.68, -1.98, -0.03], [2.01, 3.93, -0.33], [-3.20, -3.89, 1.44], [-4.19, -0.16, -2.71], [2.26, 1.52, -0.67], [-1.69, -1.32, -4.86], [-4.81, -0.38, -0.17], [-2.07, -3.07, 5.50], [0.04, -0.29, -0.08], [-3.41, -4.38, 3.86], [0.07, -0.27, 2.13], [1.09, -2.01, -4.48], [2.38, 4.19, -1.65], [1.73, 4.74, 0.33], [-1.99, -2.87, 4.44], [-1.13, -1.88, 3.98], [3.30, 0.56, -3.02], [-4.76, -0.17, 1.15], [-1.91, 2.42, -0.06], [-0.07, 0.30, -3.35], [-2.74, -3.60, 3.52], [-3.41, 1.44, -2.54], [-0.26, 1.48, -3.59], [3.07, 3.29, -3.48], [-3.97, 0.83, 3.43], [2.37, 5.20, -2.05], [2.10, 0.14, -0.13], [1.66, 2.44, 1.16], [-0.54, -1.30, 4.68], [-3.47, 0.43, -2.15]],
  "orbital_gap_ev": 5.10,
  "e_above_lowest_kj_mol": 0.0,
  "total_charge": -2
}

Energy in eV, matching the order above: -40614.048 -46560.020 -85628.269 -83723.304 -39484.408 -241606.994 -102812.233 -62427.376 -100480.467 -168464.215